Model a:
Formula: CH4N4S
Source: the OMol25 dataset
Level of theory: ωB97M-V/def2-TZVPD

Cartesian coordinates (Å):
S1 0.74447 -0.79991 3.05826
N1 0.04006 -0.49372 1.65880
N2 -1.14968 0.51729 1.65095
N3 -1.23466 0.80000 0.42714
N4 -0.25603 0.32809 -0.48830
C1 0.62300 -0.34919 0.36476
H1 -2.15876 1.03789 0.03909
H2 0.02762 1.12234 -0.97322
H3 0.83637 -1.43207 -0.08321
H4 1.54201 0.19079 0.57837

## Properties
LUMO (spin up / spin down), eV: 0.68 / -0.52
Net charge: 0
M, g mol⁻¹: 104.138
SMILES string: [S-][N+]1=NNNC1
Gap between HOMO and LUMO (spin up / spin down), Ha: 0.31253 / 0.24864

Model b:
Formula: CH4N4S
Source: the OMol25 dataset
Level of theory: ωB97M-V/def2-TZVPD

Cartesian coordinates (Å):
H1 -0.39313 3.10119 -1.37935
N1 -0.47904 2.11098 -1.81710
N2 -0.21737 1.31293 -0.89697
S1 -0.19570 -0.31296 -1.30943
C1 0.19312 -1.15075 0.27605
H2 0.89654 -0.50653 0.84570
H3 0.81957 -1.85850 -0.09053
H4 -0.66891 -1.31516 0.82305
N3 -4.03512 2.06958 -2.01563
N4 -4.32797 1.41116 -1.18383

## Properties
LUMO, eV: 0.79
Net charge: 0
M, g mol⁻¹: 104.138
SMILES string: [H]/N=N/SC.N#N
Gap between HOMO and LUMO, Ha: 0.36645

In eV, relative to the most stable structure: model a 4.048; model b 0.000.

Model a:
Formula: H3PS2
Source: the OMol25 dataset
Level of theory: ωB97M-V/def2-TZVPD

Cartesian coordinates (Å):
P1 1.82879 0.52274 -3.10587
S1 1.91620 2.47420 -3.08059
H1 3.34385 0.17148 -3.34282
S2 -1.44114 -0.38607 0.58379
H2 -2.13082 -1.49835 0.99271
H3 -1.42874 0.24405 1.82514

## Properties
LUMO, eV: -1.57
Net charge: 0
M, g mol⁻¹: 98.132
SMILES string: P=S.S
Gap between HOMO and LUMO, Ha: 0.27061

Model b:
Formula: H3PS2
Source: the OMol25 dataset
Level of theory: ωB97M-V/def2-TZVPD

Cartesian coordinates (Å):
S1 1.73396 1.03978 -0.96897
P1 0.14042 0.41479 -0.12021
S2 0.38489 -1.36701 1.00565
H1 -0.45354 1.64074 0.57776
H2 -0.97984 0.08938 -1.03853
H3 -0.82590 -1.81768 0.54430

## Properties
LUMO, eV: 0.10
Net charge: 0
M, g mol⁻¹: 98.132
SMILES string: S=[PH2]S
Gap between HOMO and LUMO, Ha: 0.33424

Model c:
Formula: H3PS2
Source: the OMol25 dataset
Level of theory: ωB97M-V/def2-TZVPD

Cartesian coordinates (Å):
P1 0.86221 0.29850 -0.63761
S1 -0.55267 -0.10458 0.87688
S2 -2.50555 0.25097 -0.15399
H1 1.43215 -0.77320 -0.15226
H2 1.63789 1.07237 0.29055
H3 -1.83014 0.77552 -1.17042

## Properties
LUMO, eV: -0.17
Net charge: 0
M, g mol⁻¹: 98.132
SMILES string: PSS
Gap between HOMO and LUMO, Ha: 0.30901

In eV, relative to the most stable structure: model a 0.937; model b 0.000; model c 0.671.

Model a:
Formula: C14H16O
Source: the OMol25 dataset
Level of theory: ωB97M-V/def2-TZVPD

Cartesian coordinates (Å):
C1 -2.62303 -0.88390 0.55063
C2 -2.34396 0.47732 0.08218
C3 -1.98361 0.74395 -1.27432
C4 -2.01832 1.99618 -1.84452
C5 -2.36554 3.15685 -0.92106
O1 -2.02210 4.40244 -1.30785
C6 -2.67245 2.89998 0.37619
C7 -2.61845 1.59627 0.86792
H1 -1.93896 -1.01783 1.30194
H2 -2.37219 -1.74848 -0.12919
H3 -3.71216 -0.92862 0.87313
H4 -1.91245 -0.26359 -1.85182
H5 -2.18933 2.24849 -2.95013
H6 -1.77039 4.97461 -0.45339
H7 -3.11399 3.64847 1.08493
H8 -2.87169 1.50111 1.93317
C8 2.36610 -2.86186 -1.47945
C9 2.53700 -1.83808 -0.41115
C10 3.81177 -1.50059 0.08746
C11 3.97876 -0.66579 1.23337
C12 2.83413 -0.37078 2.07081
C13 1.56434 -0.83733 1.54440
C14 1.39109 -1.46079 0.31045
H9 2.65930 -2.50034 -2.41564
H10 1.20751 -3.03266 -1.57987
H11 2.61978 -3.90578 -1.24628
H12 4.63090 -1.49182 -0.74166
H13 4.95103 -0.13673 1.13519
H14 3.00681 0.01186 3.13415
H15 0.61133 -0.60851 2.01613
H16 0.35875 -1.60406 0.00429

## Properties
LUMO, eV: 0.73
Net charge: 0
M, g mol⁻¹: 200.281
SMILES string: Cc1ccc(O)cc1.Cc1ccccc1
Gap between HOMO and LUMO, Ha: 0.32449

Model b:
Formula: C14H16O
Source: the OMol25 dataset
Level of theory: ωB97M-V/def2-TZVPD

Cartesian coordinates (Å):
C1 1.01273 3.10997 1.90794
C2 -0.21009 2.82709 1.12807
C3 -0.08051 2.89089 -0.28474
C4 -1.06411 2.36718 -1.10047
C5 -2.19891 1.72569 -0.53975
O1 -2.98088 0.94760 -1.31094
C6 -2.38741 1.82478 0.82368
C7 -1.37074 2.32610 1.62396
H1 0.88339 3.04981 2.99769
H2 1.47798 4.05724 1.63906
H3 1.76200 2.31014 1.83164
H4 0.74843 3.36034 -0.79925
H5 -0.95407 2.32629 -2.17853
H6 -2.98179 1.04797 -2.27179
H7 -3.39264 1.54815 1.12864
H8 -1.50322 2.33051 2.70338
C8 2.80825 -3.42880 0.10752
C9 1.48412 -2.82099 -0.28531
C10 0.87262 -3.18608 -1.46674
C11 -0.34803 -2.66306 -1.87992
C12 -0.94280 -1.65961 -1.10188
C13 -0.33391 -1.34354 0.10712
C14 0.87361 -1.88115 0.53988
H9 2.66886 -4.06688 0.98573
H10 3.58473 -2.75042 0.48613
H11 3.32518 -3.96221 -0.68793
H12 1.40943 -3.88822 -2.09742
H13 -0.76098 -2.92566 -2.84419
H14 -1.83089 -1.16467 -1.45291
H15 -0.91739 -0.81874 0.86217
H16 1.34703 -1.48974 1.42917

## Properties
LUMO, eV: 0.75
Net charge: 0
M, g mol⁻¹: 200.281
SMILES string: Cc1ccc(O)cc1.Cc1ccccc1
Gap between HOMO and LUMO, Ha: 0.33313

Model c:
Formula: C14H16O
Source: the OMol25 dataset
Level of theory: ωB97M-V/def2-TZVPD

Cartesian coordinates (Å):
C1 -1.76842 -0.72297 -0.19654
C2 -1.78179 0.38447 0.75442
C3 -0.68035 0.67012 1.55183
C4 -0.61711 1.90265 2.21201
C5 -1.67322 2.80373 2.26950
O1 -1.68761 3.94369 2.98603
C6 -2.88401 2.50170 1.67553
C7 -2.89194 1.30760 0.92998
H1 -1.36213 -1.60196 0.18300
H2 -1.44179 -0.28478 -1.20714
H3 -2.79905 -1.08677 -0.28425
H4 0.16324 -0.03662 1.55945
H5 0.27491 2.18296 2.66593
H6 -0.85296 4.41772 3.06148
H7 -3.63031 3.19618 1.76706
H8 -3.71882 1.17302 0.30073
C8 3.18013 0.38185 -1.32396
C9 2.21807 -0.82866 -1.29191
C10 2.38528 -1.87861 -0.32792
C11 1.59262 -3.05985 -0.58118
C12 0.54596 -3.04958 -1.46997
C13 0.43269 -1.92213 -2.32766
C14 1.19121 -0.84117 -2.23644
H9 4.17270 -0.10732 -1.56988
H10 3.27696 0.90684 -0.34508
H11 2.98578 1.14844 -2.03379
H12 3.12362 -1.89276 0.41817
H13 1.74180 -3.83248 0.18464
H14 -0.16642 -3.89725 -1.50443
H15 -0.43854 -1.94314 -2.96243
H16 1.10947 0.06512 -2.85716

## Properties
LUMO, eV: 0.80
Net charge: 0
M, g mol⁻¹: 200.281
SMILES string: Cc1ccc(O)cc1.Cc1ccccc1
Gap between HOMO and LUMO, Ha: 0.32917

In eV, relative to the most stable structure: model a 2.547; model b 0.000; model c 0.856.

Model a:
Formula: C2H4ClNO3
Source: the OMol25 dataset
Level of theory: ωB97M-V/def2-TZVPD

Cartesian coordinates (Å):
C1 0.11074 1.42526 0.11468
O1 -0.20559 0.68824 -0.99606
N1 -0.52270 -0.63011 -0.74992
O2 -1.37022 -0.73340 0.38873
C2 0.93003 -1.45426 -0.33210
O3 1.79997 -1.57444 -1.12363
Cl1 0.77668 -2.08418 1.16177
H1 0.44169 2.40449 -0.17248
H2 1.04563 1.04572 0.78008
H3 -0.74493 1.47669 0.90217
H4 -2.26131 -0.56399 0.02676

## Properties
LUMO, eV: 0.61
Net charge: 0
M, g mol⁻¹: 125.511
SMILES string: CON(O)C(=O)Cl
Gap between HOMO and LUMO, Ha: 0.37976

Model b:
Formula: C2H4ClNO3
Source: the OMol25 dataset
Level of theory: ωB97M-V/def2-TZVPD

Cartesian coordinates (Å):
C1 -1.81104 -1.15811 -0.59480
C2 -1.02518 0.00483 0.01901
O1 -0.99297 1.17463 -0.04861
Cl1 0.03765 -0.77900 1.20645
H1 -2.11416 -0.77332 -1.53366
H2 -1.09569 -1.94291 -0.65829
H3 -2.51483 -1.41019 0.12543
O2 3.76349 0.64872 0.53639
N1 2.69275 0.92584 0.84131
O3 1.94891 1.66161 -0.15967
H4 1.11106 1.64789 0.26644

## Properties
LUMO, eV: 0.56
Net charge: 0
M, g mol⁻¹: 125.511
SMILES string: CC(=O)Cl.O=NO
Gap between HOMO and LUMO, Ha: 0.39301

In eV, relative to the most stable structure: model a 1.678; model b 0.000.

Model a:
Formula: C6H17NO
Source: the OMol25 dataset
Level of theory: ωB97M-V/def2-TZVPD

Cartesian coordinates (Å):
C1 -0.10850 -2.61877 0.35822
C2 0.51109 -1.18332 -0.06482
C3 -0.15362 -0.08435 0.75535
C4 -1.52081 0.32777 0.14956
C5 -1.22966 1.17673 -1.05618
N1 -1.04373 2.43561 -0.52611
C6 -2.15452 3.14871 0.16346
H1 0.67054 -3.41008 0.26040
H2 -0.97743 -2.82555 -0.32633
H3 -0.44645 -2.57535 1.32278
H4 1.56813 -1.21428 0.15159
H5 0.40698 -1.11287 -1.12134
H6 -0.19496 -0.38328 1.79289
H7 0.50668 0.68522 0.79032
H8 -2.27426 0.64462 0.85859
H9 -2.02635 -0.60361 -0.19975
H10 -1.90648 0.99105 -1.88265
H11 -0.25612 0.85552 -1.54203
H12 -0.66111 3.06400 -1.23579
H13 -2.00297 3.20731 1.26966
H14 -2.30719 4.21016 -0.07241
H15 -3.12444 2.56433 -0.03827
O1 6.52215 -2.19873 -0.02782
H16 6.62141 -3.03509 0.27242
H17 5.58163 -2.06574 -0.05172

## Properties
LUMO, eV: 0.72
Net charge: 0
M, g mol⁻¹: 119.208
SMILES string: CCCCCNC.O
Gap between HOMO and LUMO, Ha: 0.34242

Model b:
Formula: C6H17NO
Source: the OMol25 dataset
Level of theory: ωB97M-V/def2-TZVPD

Cartesian coordinates (Å):
C1 2.15374 0.84538 0.54632
C2 0.70601 1.21943 0.63673
N1 -0.19757 0.13036 0.18780
C3 -1.56379 0.42691 0.70201
C4 -1.63913 0.10883 2.19548
C5 -0.22882 0.16446 -1.26905
C6 -1.17522 -0.86012 -1.93480
H1 2.43400 0.12729 1.33403
H2 2.86441 1.64641 0.74318
H3 2.40632 0.32070 -0.37230
H4 0.42743 1.43490 1.66927
H5 0.46497 2.10923 0.06016
H6 -2.15362 -0.35038 0.23211
H7 -1.80553 1.46906 0.48112
H8 -1.07682 0.84649 2.76491
H9 -1.25443 -0.90018 2.36614
H10 -2.66713 0.10919 2.54663
H11 0.72169 -0.08690 -1.72905
H12 -0.54219 1.14466 -1.64698
H13 -1.04529 -1.89940 -1.59896
H14 -0.93847 -0.87003 -2.99792
H15 -2.20195 -0.49795 -1.85354
O1 2.33669 -1.98645 -1.14959
H16 1.43097 -2.04461 -1.46404
H17 2.54372 -2.60729 -0.44968

## Properties
LUMO, eV: 0.96
Net charge: 0
M, g mol⁻¹: 119.208
SMILES string: CCN(CC)CC.O
Gap between HOMO and LUMO, Ha: 0.35878

Model c:
Formula: C6H17NO
Source: the OMol25 dataset
Level of theory: ωB97M-V/def2-TZVPD

Cartesian coordinates (Å):
C1 1.48204 -1.62521 1.78861
C2 0.19904 -0.80306 2.02810
N1 -0.17798 -0.23199 0.68046
C3 -1.63873 -0.27814 0.52126
C4 -2.23229 0.33073 -0.73803
C5 0.30466 1.18896 0.58025
C6 0.90876 1.38527 -0.78856
H1 1.98650 -1.26476 0.87780
H2 1.38832 -2.71200 1.70310
H3 2.20426 -1.47959 2.60074
H4 -0.56878 -1.50699 2.31639
H5 0.38291 -0.00912 2.72228
H6 -2.21933 0.20913 1.31203
H7 -1.93489 -1.31149 0.68299
H8 -2.33529 1.43601 -0.72217
H9 -3.26819 0.01969 -0.82998
H10 -1.73213 0.15319 -1.67005
H11 1.04535 1.43637 1.34034
H12 -0.50544 1.89835 0.82654
H13 1.77136 2.03267 -1.00184
H14 0.18220 1.66972 -1.56140
H15 1.34500 0.40225 -0.96753
O1 0.88757 -0.10293 -3.45842
H16 1.56702 -0.13565 -2.76085
H17 0.50193 0.75286 -3.23357

## Properties
LUMO, eV: 0.97
Net charge: 0
M, g mol⁻¹: 119.208
SMILES string: CCN(CC)CC.O
Gap between HOMO and LUMO, Ha: 0.35882

Model d:
Formula: C6H17NO
Source: the OMol25 dataset
Level of theory: ωB97M-V/def2-TZVPD

Cartesian coordinates (Å):
C1 -0.83478 -3.09312 -0.32671
C2 -0.95449 -1.59603 -0.58403
C3 0.41618 -0.96104 -0.54826
C4 0.44549 0.58223 -0.70938
C5 1.84385 1.08165 -1.04207
N1 -0.15615 1.21175 0.47933
C6 -1.05524 2.30981 0.14051
H1 -0.29965 -3.33510 0.59123
H2 -0.35657 -3.56709 -1.18024
H3 -1.80954 -3.54092 -0.10226
H4 -1.71968 -1.13430 0.04961
H5 -1.45909 -1.36333 -1.53528
H6 1.06997 -1.39640 -1.30845
H7 0.90356 -1.09990 0.42843
H8 -0.24337 0.76790 -1.53799
H9 2.61405 0.87419 -0.28791
H10 1.79711 2.15119 -1.25630
H11 2.33325 0.58108 -1.88244
H12 0.57902 1.51107 1.10627
H13 -0.59363 3.24188 -0.20887
H14 -1.78290 2.42454 0.94613
H15 -1.66352 2.01744 -0.71915
O1 0.23554 0.57522 3.44505
H16 0.30047 0.24743 2.55643
H17 0.39011 1.50985 3.48635

## Properties
LUMO, eV: 0.88
Net charge: 0
M, g mol⁻¹: 119.208
SMILES string: CCC[C@H](C)NC.O
Gap between HOMO and LUMO, Ha: 0.36464

In eV, relative to the most stable structure: model a 1.167; model b 0.139; model c 0.754; model d 0.000.

Model a:
Formula: C6H6
Source: the OMol25 dataset
Level of theory: ωB97M-V/def2-TZVPD

Cartesian coordinates (Å):
C1 1.08099 -0.17719 -0.91989
C2 -2.07437 -2.22860 -0.79908
C3 -1.94957 -1.29324 0.07783
C4 -0.95737 -0.46162 0.23400
C5 0.13232 0.24820 0.18039
C6 0.52725 1.37382 1.06979
H1 1.83605 -0.85769 -0.51211
H2 1.60646 0.68546 -1.34865
H3 0.50616 -0.69562 -1.68798
H4 0.52586 2.30504 0.49290
H5 1.54817 1.21072 1.43189
H6 -0.15278 1.46584 1.91477

## Properties
LUMO, eV: -0.45
Net charge: 0
M, g mol⁻¹: 78.114
Gap between HOMO and LUMO, Ha: 0.30881

Model b:
Formula: C6H6
Source: the OMol25 dataset
Level of theory: ωB97M-V/def2-TZVPD

Cartesian coordinates (Å):
C1 0.66192 -0.92703 0.80627
C2 -0.55998 -0.42180 1.19247
C3 -1.23485 0.49479 0.37221
C4 -0.61243 0.97292 -0.78271
C5 0.60228 0.41714 -1.18964
C6 1.20238 -0.53966 -0.42139
H1 1.21253 -1.58493 1.46052
H2 -1.07186 -0.71523 2.09934
H3 -2.17228 0.96184 0.62768
H4 -1.10711 1.75081 -1.34661
H5 1.07290 0.83519 -2.07012
H6 2.17184 -0.89148 -0.75161

## Properties
LUMO, eV: 1.19
Net charge: 0
M, g mol⁻¹: 78.114
SMILES string: c1ccccc1
Gap between HOMO and LUMO, Ha: 0.38796

In eV, relative to the most stable structure: model a 5.601; model b 0.000.

Model a:
Formula: C6H6
Source: the OMol25 dataset
Level of theory: ωB97M-V/def2-TZVPD

Cartesian coordinates (Å):
C1 -1.74116 0.88725 -0.13059
C2 -1.30939 -0.54693 -0.23898
C3 -0.03135 -0.98143 0.07145
C4 1.13863 -0.69978 0.56158
C5 2.37874 -0.26658 0.18048
C6 3.49395 0.16755 -0.04662
H1 -2.59189 1.02160 0.54621
H2 -0.91294 1.51073 0.21288
H3 -2.05623 1.23602 -1.12321
H4 -2.05432 -1.27715 -0.55024
H5 -0.78390 -1.61026 0.74676
H6 4.46986 0.55898 -0.22972

## Properties
LUMO (spin up / spin down), eV: -0.36 / -0.36
Net charge: 0
M, g mol⁻¹: 78.114
Gap between HOMO and LUMO (spin up / spin down), Ha: 0.25999 / 0.25996

Model b:
Formula: C6H6
Source: the OMol25 dataset
Level of theory: ωB97M-V/def2-TZVPD

Cartesian coordinates (Å):
C1 -1.46019 0.92265 -0.30123
C2 -1.39390 -0.52669 0.03467
C3 -0.28005 -1.24194 0.29574
C4 1.02289 -0.69359 0.21983
C5 2.18395 -0.24581 0.15840
C6 3.47952 0.10024 0.17386
H1 -1.99630 1.45295 0.49608
H2 -0.46092 1.35114 -0.40179
H3 -2.02802 1.08557 -1.22444
H4 -2.34570 -1.05477 0.10088
H5 -0.40114 -2.28516 0.58559
H6 3.67988 1.13539 -0.13761

## Properties
LUMO (spin up / spin down), eV: -1.27 / -1.27
Net charge: 0
M, g mol⁻¹: 78.114
Gap between HOMO and LUMO (spin up / spin down), Ha: 0.24529 / 0.24595

In eV, relative to the most stable structure: model a 1.362; model b 0.000.

Model a:
Formula: CH2O3S2
Source: the OMol25 dataset
Level of theory: ωB97M-V/def2-TZVPD

Cartesian coordinates (Å):
C1 -0.75663 -1.03578 -1.12485
O1 -0.40943 -2.37377 1.22954
O2 -0.24121 -2.17513 -1.43937
O3 -1.15448 -0.16925 -2.00545
S1 1.14117 0.41127 0.70837
S2 -1.21644 -2.31312 0.06271
H1 -1.90604 0.33167 -1.68540
H2 1.43038 -0.89062 0.57328

## Properties
LUMO (spin up / spin down), eV: -1.01 / -1.70
Net charge: 0
M, g mol⁻¹: 126.158
Gap between HOMO and LUMO (spin up / spin down), Ha: 0.28598 / 0.23611

Model b:
Formula: CH2O3S2
Source: the OMol25 dataset
Level of theory: ωB97M-V/def2-TZVPD

Cartesian coordinates (Å):
C1 -0.83244 0.65979 -0.50257
O1 -2.39318 -1.33686 0.24378
O2 -1.96072 0.75714 -1.21098
O3 -0.09341 1.75719 -0.24885
S1 0.29037 -0.85207 -0.65763
S2 -2.41250 0.11782 0.34189
H1 -0.43119 2.48648 -0.87794
H2 -0.54932 -1.74720 -0.78572

## Properties
LUMO, eV: 0.07
Net charge: 0
M, g mol⁻¹: 126.158
Gap between HOMO and LUMO, Ha: 0.34572

Model c:
Formula: CH2O3S2
Source: the OMol25 dataset
Level of theory: ωB97M-V/def2-TZVPD

Cartesian coordinates (Å):
C1 -0.24433 -0.93968 -0.57261
O1 0.04741 2.03469 -0.28377
O2 0.23319 1.23999 2.05028
O3 -1.01891 -0.11049 0.21630
S1 1.46434 -0.60324 0.06365
S2 0.20833 0.97838 0.63812
H1 -0.48222 -1.92106 -0.42169
H2 -0.20781 -0.67858 -1.69027

## Properties
LUMO, eV: -0.62
Net charge: 0
M, g mol⁻¹: 126.158
Gap between HOMO and LUMO, Ha: 0.36417

In eV, relative to the most stable structure: model a 3.115; model b 0.544; model c 0.000.